Entry 1
# C10H15NO2

A 2-piece molecular cluster, C10H15NO2 overall (ωB97M-V/def2-TZVPD, the OMol25 dataset).

Structure (XYZ):
```
28
Properties=species:S:1:pos:R:3
C -1.68071 -0.37944 -3.27436
C -0.49803 0.09816 -2.46740
C -0.06391 1.39651 -2.31464
C 0.83945 1.87827 -1.37440
C 1.28955 0.90838 -0.43047
O 2.19705 1.15088 0.56012
C 1.10781 -0.44183 -0.77158
C 0.22786 -0.83642 -1.73864
H -2.15849 0.38566 -3.87270
H -2.47084 -0.83465 -2.67776
H -1.37930 -1.24564 -3.89340
H -0.57262 2.21328 -2.82612
H 1.05733 2.91720 -1.18536
H 2.38522 2.07327 0.73825
H 1.75028 -1.12513 -0.24096
H 0.08788 -1.90129 -1.91934
C 0.76741 -0.54102 3.75024
C 0.31488 -0.19961 2.33013
C -0.73988 -1.03235 1.71509
N -1.51947 -0.44140 0.68953
O -0.82553 -2.23024 1.85137
H -0.11237 -0.60038 4.39998
H 1.56565 0.07792 4.13919
H 1.06203 -1.59575 3.92199
H 0.07004 0.86976 2.34239
H 1.21771 -0.15245 1.70312
H -2.26318 -0.95903 0.24886
H -1.65582 0.54735 0.59688
```

Computed properties:
- 2S+1: 1
- Lowest unoccupied orbital energy: 0.569 eV
- Orbital gap: 9.1 eV

Entry 2
# C10H15NO2

An isolated molecule of C10H15NO2 (ωB97M-V/def2-TZVPD, the OMol25 dataset).

Structure (XYZ):
```
28
Properties=species:S:1:pos:R:3
C -0.13801 0.99124 -1.71093
C -0.55733 -0.25975 -1.56367
C 0.27607 -1.20164 -2.41563
C -1.51288 -0.87066 -0.56602
C -1.50084 -0.48236 0.70975
C -0.81592 0.66736 1.30037
C -1.76346 1.70523 1.88893
C 0.49630 0.87693 1.32235
C 1.49451 -0.05400 0.81841
C 1.54362 -1.55359 1.11136
N 2.67242 0.39788 0.38750
O 3.54574 -0.35365 -0.12232
O 2.89998 1.76770 0.30415
H -0.45634 1.86383 -1.14144
H 0.54014 1.46346 -2.37283
H -0.24872 -1.32477 -3.51950
H 0.60668 -2.06362 -1.82820
H 1.19349 -0.71331 -2.71637
H -2.17599 -1.60558 -0.94807
H -2.23811 -0.98033 1.27312
H -1.26986 2.40966 2.58543
H -2.61646 1.33050 2.39793
H -2.22621 2.20662 0.98848
H 0.76591 1.86645 1.63370
H 1.84471 -1.60432 2.12876
H 2.25092 -2.13049 0.38485
H 0.42300 -1.95086 0.98830
H 3.52433 2.10500 -0.31297
```

Computed properties:
- 2S+1: 1
- Lowest unoccupied orbital energy (spin up / spin down): 0.401 / 0.401 eV
- Orbital gap (spin up / spin down): 8.3 / 8.3 eV

Which of them is most stable, and which least? Most stable: entry 1; least stable: entry 2.

Entry 1
# C12H17N

A 2-piece molecular cluster, C12H17N overall (ωB97M-V/def2-TZVPD, the OMol25 dataset).

Structure (XYZ):
```
30
Properties=species:S:1:pos:R:3
C 1.51095 -0.01251 -2.63516
C 1.35236 0.09146 -1.15458
C 1.89412 1.03622 -0.33954
N 1.53866 0.75962 0.96419
C 0.86767 -0.44123 1.01807
C 0.35924 -1.13129 2.12295
C -0.27648 -2.32611 1.82669
C -0.42688 -2.81667 0.51631
C -0.03021 -2.03962 -0.55277
C 0.67318 -0.85460 -0.31680
H 2.54981 0.13223 -2.93953
H 0.92024 0.75783 -3.13861
H 1.23307 -0.99179 -3.01415
H 2.59002 1.82527 -0.57450
H 1.97613 1.14692 1.79366
H 0.31999 -0.76079 3.14118
H -0.65993 -2.93259 2.63519
H -0.93384 -3.76898 0.41909
H -0.13905 -2.45804 -1.54677
C -1.21926 2.95811 0.08052
C -1.82891 1.80480 -0.71378
C -3.14335 1.25055 -0.19616
H -0.41770 2.50879 0.68081
H -0.80295 3.78406 -0.49566
H -1.91608 3.25692 0.87794
H -1.94826 2.09229 -1.76381
H -1.04810 1.04232 -0.72502
H -3.53611 0.56637 -0.95136
H -3.01132 0.69356 0.73196
H -3.92036 2.01239 -0.14102
```

Computed properties:
- 2S+1: 1
- Lowest unoccupied orbital energy: 0.928 eV
- Orbital gap: 8.8 eV

Entry 2
# C12H17N

A 2-piece molecular cluster, C12H17N overall (ωB97M-V/def2-TZVPD, the OMol25 dataset).

Structure (XYZ):
```
30
Properties=species:S:1:pos:R:3
C 2.70083 -0.61979 -0.04146
C 1.53462 -1.48109 0.31326
C 1.47808 -2.53000 1.16700
N 0.26693 -3.19199 1.05145
C -0.54117 -2.44799 0.22126
C -1.88825 -2.63657 -0.07223
C -2.42598 -1.81055 -1.06928
C -1.59586 -0.94908 -1.75742
C -0.26215 -0.69869 -1.41979
C 0.23182 -1.41437 -0.32413
H 2.72552 0.38866 0.34594
H 2.84691 -0.62081 -1.12233
H 3.58690 -1.11697 0.36888
H 2.17418 -2.82933 1.93615
H 0.12754 -4.08707 1.47535
H -2.40111 -3.57607 0.09543
H -3.46818 -2.00440 -1.27704
H -1.88573 -0.29319 -2.57515
H 0.25936 0.06289 -1.97388
C 0.66008 2.13362 0.86916
C -0.10214 3.02736 -0.12590
C -1.43223 3.53936 0.41013
H 1.11874 2.78655 1.61210
H 1.48117 1.69743 0.31703
H 0.01407 1.36499 1.26523
H 0.52228 3.91612 -0.23709
H -0.22460 2.55062 -1.09201
H -2.16880 3.74617 -0.37279
H -1.99726 2.73371 0.90134
H -1.33556 4.36050 1.11078
```

Computed properties:
- 2S+1: 1
- Lowest unoccupied orbital energy: 0.948 eV
- Orbital gap: 8.8 eV

Entry 3
# C12H17N

A 2-piece molecular cluster, C12H17N overall (ωB97M-V/def2-TZVPD, the OMol25 dataset).

Structure (XYZ):
```
30
Properties=species:S:1:pos:R:3
C 2.36117 -1.23099 0.02046
C 1.57971 -0.59825 -1.00867
C 0.95473 -1.08321 -2.18927
N -0.12796 -0.30522 -2.49674
C -0.14394 0.81218 -1.63443
C -1.14732 1.75127 -1.35033
C -1.14102 2.42030 -0.16644
C 0.01203 2.44093 0.62110
C 1.03684 1.55022 0.36533
C 0.97789 0.60783 -0.70617
H 1.66727 -1.57267 0.90741
H 3.13631 -0.56445 0.48406
H 2.87799 -2.07131 -0.34463
H 1.31556 -1.97995 -2.60358
H -0.50067 -0.36851 -3.37611
H -2.00256 1.81961 -2.08797
H -2.06715 2.78615 0.16808
H -0.13620 3.07342 1.42828
H 1.90028 1.54960 1.05748
C -1.14073 -2.64195 1.56972
C -1.17353 -1.79899 2.77656
C -1.36266 -0.29384 2.50457
H -1.60527 -3.60406 1.59777
H -1.84260 -2.13472 0.72612
H -0.14093 -2.67507 1.04580
H -2.00155 -2.15494 3.42295
H -0.07541 -1.94818 3.15536
H -0.51131 0.13674 2.01293
H -2.23218 -0.12908 1.84412
H -1.76491 0.36086 3.22454
```

Computed properties:
- 2S+1: 1
- Lowest unoccupied orbital energy: 0.952 eV
- Orbital gap: 8.5 eV

Entry 4
# C12H17N

A 2-piece molecular cluster, C12H17N overall (ωB97M-V/def2-TZVPD, the OMol25 dataset).

Structure (XYZ):
```
30
Properties=species:S:1:pos:R:3
C 2.75203 1.48169 1.17162
C 1.44307 1.31041 0.43635
C 0.29543 1.99136 0.56613
N -0.58682 1.59214 -0.44722
C 0.00388 0.57878 -1.15992
C -0.54150 -0.19530 -2.16232
C 0.15559 -1.30092 -2.62610
C 1.43821 -1.52136 -2.11378
C 1.97624 -0.81166 -1.05340
C 1.32248 0.35121 -0.63202
H 2.65600 2.04978 2.10558
H 3.26411 2.28978 0.62691
H 3.35071 0.58911 1.26200
H 0.03009 2.88661 1.09549
H -1.57712 1.73416 -0.46401
H -1.43475 0.07724 -2.71841
H -0.11187 -2.01195 -3.39064
H 2.14913 -2.26444 -2.46844
H 2.92163 -1.11898 -0.62481
C -1.13191 -1.44557 1.83805
C -2.27933 -0.45684 1.76200
C -3.50808 -1.07431 2.53975
H -1.38677 -2.32219 1.24919
H -0.92239 -1.66478 2.89035
H -0.16065 -1.02725 1.54976
H -2.11975 0.48007 2.29621
H -2.63503 -0.25938 0.75180
H -3.69296 -0.50590 3.44865
H -4.42666 -0.99340 1.95538
H -3.34498 -2.12682 2.71967
```

Computed properties:
- 2S+1: 1
- Lowest unoccupied orbital energy: 0.931 eV
- Orbital gap: 8.8 eV

Which of them is most stable, and which least? Most stable: entry 1; least stable: entry 3.

Entry 1
# C12H17N

A 2-piece molecular cluster, C12H17N overall (ωB97M-V/def2-TZVPD, the OMol25 dataset).

Structure (XYZ):
```
30
Properties=species:S:1:pos:R:3
C 0.05237 3.25144 -2.00309
C 0.70580 2.21084 -1.19825
C 1.90694 2.39721 -0.57219
N 2.26117 1.14839 0.05194
C 1.37005 0.13990 -0.35576
C 1.37635 -1.27913 -0.13562
C 0.46578 -2.01139 -0.91663
C -0.52007 -1.35191 -1.60532
C -0.64714 0.06659 -1.72664
C 0.33253 0.84141 -1.00874
H 0.14891 4.14020 -1.49448
H -0.96395 3.01202 -1.99854
H 0.54834 3.13059 -2.95058
H 2.53448 3.21171 -0.35638
H 3.22632 0.72662 0.34716
H 2.17014 -1.81104 0.39781
H 0.26975 -3.04654 -0.80034
H -1.22834 -1.91959 -2.18767
H -1.43511 0.62888 -2.21402
C -0.70554 -1.35696 2.72989
C -2.09742 -1.36524 2.13937
C -3.15267 -2.08471 2.96276
H -0.39944 -0.24188 2.78320
H -0.59599 -1.87029 3.74126
H 0.08413 -1.83626 2.06654
H -2.12002 -1.88902 1.13142
H -2.28449 -0.37933 1.75997
H -2.95948 -3.13541 3.23129
H -4.08308 -1.97787 2.44234
H -3.26229 -1.52973 3.87874
```

Computed properties:
- 2S+1: 1
- Lowest unoccupied orbital energy: 0.921 eV
- Orbital gap: 8.7 eV

Entry 2
# C12H17N

A 2-piece molecular cluster, C12H17N overall (ωB97M-V/def2-TZVPD, the OMol25 dataset).

Structure (XYZ):
```
30
Properties=species:S:1:pos:R:3
C 0.35413 0.67761 2.06440
C 0.13318 0.71480 0.53203
C -0.44804 -0.54715 -0.05793
C -1.64513 -0.56927 -0.71008
N -1.92817 -1.84768 -1.13486
C -0.89985 -2.69678 -0.77272
C -0.70686 -4.09081 -0.99168
C 0.39930 -4.65077 -0.40513
C 1.33931 -3.86447 0.33161
C 1.14740 -2.49143 0.46926
C 0.04323 -1.89416 -0.11376
H 1.18538 0.14814 2.49192
H -0.46317 0.22757 2.66735
H 0.23327 1.73075 2.37186
H -0.55200 1.55376 0.35672
H 1.12300 0.94094 0.09625
H -2.25086 0.31862 -0.79865
H -2.68968 -2.14927 -1.71400
H -1.31646 -4.58792 -1.69789
H 0.72357 -5.66665 -0.60295
H 2.10534 -4.28524 0.95951
H 1.96355 -1.98075 0.98854
C 0.95296 4.54356 -0.23257
C -0.38077 4.17351 -0.85349
H 1.81109 4.04918 -0.71969
H 1.10952 5.60058 -0.43088
H 1.07790 4.32948 0.82237
H -0.46938 3.32744 -1.52910
H -0.78982 5.05667 -1.30465
H -1.16195 3.92972 -0.08179
```

Computed properties:
- 2S+1: 1
- Lowest unoccupied orbital energy: 0.904 eV
- Orbital gap: 8.8 eV

Entry 3
# C12H17N

A 2-piece molecular cluster, C12H17N overall (ωB97M-V/def2-TZVPD, the OMol25 dataset).

Structure (XYZ):
```
30
Properties=species:S:1:pos:R:3
C 1.66113 0.73269 3.22794
C 0.51620 0.56243 2.26313
C -0.65065 -0.08663 2.56241
N -1.61907 0.15818 1.60575
C -0.99495 0.96732 0.63937
C -1.60127 1.57501 -0.47587
C -0.89530 2.64000 -0.99438
C 0.37945 3.05075 -0.55519
C 0.98626 2.31558 0.46032
C 0.35804 1.20616 1.01678
H 2.56868 1.02505 2.66501
H 1.82500 -0.15620 3.82562
H 1.50897 1.58861 3.88639
H -0.73682 -0.58084 3.50991
H -2.52130 -0.27062 1.67846
H -2.63417 1.25392 -0.70422
H -1.39669 3.20620 -1.80165
H 1.03308 3.69234 -1.10426
H 2.02008 2.49790 0.73325
C 1.70144 -3.93594 -2.58572
C 0.15258 -3.73635 -2.45508
C -0.60635 -2.83974 -3.42629
H 2.20342 -3.35334 -1.80909
H 2.02195 -4.97179 -2.45107
H 2.23740 -3.66084 -3.54580
H -0.04653 -3.50463 -1.39289
H -0.18747 -4.76619 -2.33827
H -0.93803 -1.94783 -2.88175
H -1.57105 -3.30560 -3.62096
H 0.01796 -2.53351 -4.24002
```

Computed properties:
- 2S+1: 1
- Lowest unoccupied orbital energy: 0.829 eV
- Orbital gap: 8.6 eV

Entry 4
# C12H17N

A 2-piece molecular cluster, C12H17N overall (ωB97M-V/def2-TZVPD, the OMol25 dataset).

Structure (XYZ):
```
30
Properties=species:S:1:pos:R:3
C 2.58407 -0.67548 1.92887
C 1.90336 -1.27893 0.74775
C 1.24881 -2.46164 0.73478
N 0.51822 -2.60612 -0.53247
C 0.74708 -1.40327 -1.21942
C 0.24640 -0.94200 -2.43723
C 0.59630 0.34951 -2.81794
C 1.55798 1.12924 -2.18504
C 2.15523 0.57492 -1.05627
C 1.70236 -0.63571 -0.53649
H 2.04792 0.24344 2.18514
H 3.59372 -0.29684 1.73649
H 2.55887 -1.41162 2.73163
H 0.98283 -3.27697 1.38148
H -0.46116 -2.75776 -0.34191
H -0.39087 -1.55903 -3.05061
H 0.02574 0.89345 -3.57334
H 1.69252 2.14224 -2.50757
H 2.96050 1.07290 -0.52025
C -2.97575 1.74129 -0.13415
C -2.84944 1.07392 1.22101
C -1.37559 0.62480 1.55531
H -2.99601 2.83741 -0.01998
H -4.02393 1.65104 -0.45695
H -2.22710 1.47615 -0.87362
H -3.19774 1.70583 2.02220
H -3.50075 0.20414 1.38457
H -1.06939 1.01334 2.50631
H -1.39957 -0.42090 1.31851
H -0.65461 0.99266 0.80919
```

Computed properties:
- 2S+1: 1
- Lowest unoccupied orbital energy: 0.908 eV
- Orbital gap: 9.1 eV

Which of them is most stable, and which least? Most stable: entry 2; least stable: entry 1.